(1)
Below is a single C23H29F4N3O5S molecule, with properties calculated with ωB97M-V/def2-TZVPD.

As for the net charge: 0. The value obtained for the lowest unoccupied orbital energy is 0.4 eV. Its spin multiplicity is 1. As for the SMILES: CC[C@H](NC(=O)[C@H](CS(=O)(=O)CC1CC1)N[C@@H](c1ccc(F)cc1)C(F)(F)F)C(=O)C(=O)NC1CC1.

Atoms and positions in Å:
C1 -3.84 -2.68 -2.20
C2 -4.35 -1.27 -2.43
C3 -3.59 -0.22 -1.60
N1 -2.16 -0.31 -1.79
C4 -1.40 -0.82 -0.83
O1 -1.88 -1.30 0.19
C5 0.11 -0.74 -1.07
C6 0.81 -0.71 0.29
S1 2.63 -0.85 0.11
O2 3.25 0.04 1.05
O3 2.97 -0.68 -1.28
C7 3.02 -2.57 0.59
C8 4.51 -2.72 0.58
C9 5.22 -2.91 -0.73
C10 5.14 -4.04 0.25
N2 0.43 0.35 -1.97
C11 0.19 1.70 -1.46
C12 1.28 2.29 -0.59
C13 0.94 2.79 0.66
C14 1.91 3.31 1.49
C15 3.22 3.33 1.05
F1 4.17 3.84 1.85
C16 3.58 2.85 -0.20
C17 2.60 2.33 -1.02
C18 -0.03 2.58 -2.69
F2 -1.10 2.17 -3.41
F3 1.00 2.58 -3.55
F4 -0.27 3.86 -2.37
C19 -3.89 -0.33 -0.10
O4 -4.74 -1.04 0.37
C20 -3.18 0.73 0.75
O5 -2.48 1.62 0.28
N3 -3.43 0.54 2.05
C21 -2.85 1.32 3.10
C22 -3.56 1.41 4.41
C23 -2.29 0.62 4.30
H1 -4.44 -3.39 -2.77
H2 -3.90 -2.94 -1.15
H3 -2.80 -2.78 -2.52
H4 -4.26 -1.01 -3.49
H5 -5.40 -1.21 -2.15
H6 -3.91 0.79 -1.89
H7 -1.74 0.09 -2.62
H8 0.41 -1.66 -1.59
H9 0.63 0.23 0.82
H10 0.47 -1.54 0.91
H11 2.54 -3.22 -0.14
H12 2.60 -2.72 1.58
H13 5.00 -2.10 1.32
H14 6.16 -2.42 -0.88
H15 4.61 -2.96 -1.62
H16 6.03 -4.33 0.78
H17 4.48 -4.87 0.02
H18 1.40 0.25 -2.26
H19 -0.76 1.71 -0.91
H20 -0.09 2.76 0.98
H21 1.67 3.70 2.47
H22 4.61 2.89 -0.51
H23 2.87 1.96 -1.99
H24 -4.01 -0.25 2.29
H25 -2.35 2.19 2.70
H26 -3.55 2.35 4.93
H27 -4.49 0.86 4.52
H28 -1.39 1.02 4.75
H29 -2.35 -0.45 4.33


(2)
Below is a molecular structure, C30H28NO7PS2Zn, with properties calculated with ωB97M-V/def2-TZVPD.

As for the net charge: 0. The value obtained for the lowest unoccupied orbital energy is -0.2 eV. Its spin multiplicity is 1.

Atoms and positions in Å:
Zn1 -0.09 0.66 0.71
O1 1.94 1.44 1.14
S1 1.41 2.27 2.24
O2 2.00 3.57 2.38
O3 -0.07 2.27 2.06
C1 1.73 1.37 3.76
C2 2.23 2.17 4.78
C3 2.50 1.64 6.04
C4 2.27 0.29 6.27
C5 1.77 -0.51 5.25
C6 1.50 0.01 3.99
S2 0.91 -1.22 2.82
O4 0.53 -2.37 3.60
O5 1.94 -1.42 1.83
O6 -0.32 -0.61 2.19
H1 2.41 3.21 4.58
H2 2.89 2.28 6.82
H3 2.47 -0.14 7.24
H4 1.58 -1.55 5.42
C7 -3.08 0.89 2.29
C8 -3.82 1.15 0.98
C9 -5.25 0.61 1.07
C10 -3.13 0.50 -0.22
C11 -3.86 0.82 -1.54
O7 -2.80 1.16 -2.46
C12 -1.68 1.24 -1.75
N1 -1.75 0.96 -0.50
C13 -0.48 1.63 -2.53
C14 -0.60 2.70 -3.40
C15 0.49 3.09 -4.17
C16 1.68 2.40 -4.07
C17 1.79 1.31 -3.22
C18 0.72 0.90 -2.44
P1 0.88 -0.45 -1.22
C19 2.52 -1.14 -1.48
C20 2.76 -2.06 -2.49
C21 4.04 -2.56 -2.69
C22 5.08 -2.13 -1.87
C23 4.84 -1.21 -0.86
C24 3.56 -0.71 -0.66
C25 -0.31 -1.70 -1.77
C26 -0.69 -2.65 -0.82
C27 -1.63 -3.62 -1.15
C28 -2.20 -3.64 -2.42
C29 -1.82 -2.70 -3.36
C30 -0.88 -1.73 -3.05
H5 -3.68 1.27 3.12
H6 -2.12 1.40 2.34
H7 -2.92 -0.17 2.45
H8 -3.86 2.23 0.79
H9 -5.23 -0.47 1.25
H10 -5.83 0.79 0.17
H11 -5.77 1.07 1.91
H12 -3.08 -0.58 -0.05
H13 -4.51 1.68 -1.44
H14 -4.41 -0.02 -1.96
H15 -1.54 3.22 -3.48
H16 0.40 3.94 -4.83
H17 2.53 2.70 -4.67
H18 2.73 0.77 -3.16
H19 1.95 -2.41 -3.12
H20 4.23 -3.28 -3.47
H21 6.08 -2.52 -2.02
H22 5.65 -0.88 -0.22
H23 3.36 -0.02 0.15
H24 -0.26 -2.62 0.17
H25 -1.92 -4.36 -0.41
H26 -2.93 -4.40 -2.67
H27 -2.26 -2.72 -4.35
H28 -0.59 -1.00 -3.79


(3)
Below is 7 unconnected molecules or ions with the total composition C20H44BFN2O10S at a distorted geometry, with properties calculated with ωB97M-V/def2-TZVPD.

As for the net charge: 0. The value obtained for the lowest unoccupied orbital energy is 0.5 eV. Its spin multiplicity is 1. As for the SMILES: CN(C)B(O)N(O)S(=O)(=O)F.CC(C)=O.CC(C)=O.CC(C)=O.CC(C)=O.CC(C)=O.CC(C)=O.

Atoms and positions in Å:
C1 -2.35 -4.37 1.60
N1 -2.67 -2.98 1.23
C2 -1.42 -2.18 1.20
B1 -3.64 -2.43 2.12
O1 -3.32 -2.05 3.40
N2 -5.11 -2.24 1.74
O2 -5.28 -1.20 0.84
S1 -5.92 -3.60 1.19
O3 -5.28 -4.31 0.17
O4 -7.26 -3.26 1.00
F1 -5.81 -4.44 2.49
H1 -1.73 -4.81 0.83
H2 -1.83 -4.42 2.56
H3 -3.25 -4.97 1.63
H4 -1.35 -1.53 0.33
H5 -1.27 -1.55 2.08
H6 -0.57 -2.85 1.15
H7 -3.98 -2.47 3.98
H8 -4.58 -1.20 0.16
C3 1.20 2.17 -0.84
C4 0.27 1.08 -1.29
C5 -0.54 1.32 -2.54
O5 0.18 0.04 -0.67
H9 1.71 1.86 0.07
H10 1.95 2.37 -1.61
H11 0.64 3.08 -0.63
H12 0.13 1.48 -3.39
H13 -1.18 2.19 -2.41
H14 -1.16 0.45 -2.74
C6 -5.64 2.73 -0.69
C7 -4.54 2.21 0.19
C8 -4.53 2.67 1.63
O6 -3.69 1.46 -0.23
H15 -5.52 2.32 -1.69
H16 -6.61 2.42 -0.30
H17 -5.59 3.82 -0.75
H18 -5.46 2.36 2.12
H19 -4.44 3.75 1.68
H20 -3.69 2.22 2.15
C9 -1.96 -1.12 -6.94
C10 -0.75 -0.81 -6.10
C11 0.03 -1.99 -5.57
O7 -0.41 0.33 -5.87
H21 -2.43 -0.20 -7.26
H22 -1.67 -1.70 -7.83
H23 -2.68 -1.70 -6.36
H24 0.41 -2.60 -6.39
H25 -0.60 -2.60 -4.92
H26 0.88 -1.62 -4.98
C12 2.64 4.43 3.72
C13 2.89 3.29 2.75
C14 3.67 2.11 3.27
O8 2.48 3.33 1.62
H27 2.07 5.21 3.22
H28 2.07 4.07 4.58
H29 3.59 4.84 4.06
H30 3.15 1.65 4.11
H31 4.67 2.43 3.59
H32 3.78 1.37 2.48
C15 3.88 -2.72 1.10
C16 2.42 -2.56 1.43
C17 1.95 -1.20 1.87
O9 1.64 -3.50 1.36
H33 4.08 -3.75 0.80
H34 4.14 -2.05 0.28
H35 4.49 -2.48 1.97
H36 2.13 -0.48 1.07
H37 2.48 -0.89 2.78
H38 0.89 -1.24 2.07
C18 7.38 1.03 -0.73
C19 5.92 1.22 -0.40
C20 5.48 2.61 0.02
O10 5.13 0.31 -0.45
H39 7.55 0.00 -1.01
H40 7.66 1.68 -1.57
H41 8.00 1.28 0.13
H42 5.67 3.32 -0.79
H43 6.02 2.91 0.92
H44 4.41 2.60 0.23


(4)
Below is a molecular structure, C27H61AsF7N2O12S3 at a distorted geometry, with properties calculated with ωB97M-V/def2-TZVPD.

As for the net charge: +1. The value obtained for the lowest unoccupied orbital energy is -4.4 eV. Its spin multiplicity is 1.

Atoms and positions in Å:
C1 0.09 -4.11 0.17
C2 0.90 -4.01 1.44
C3 0.14 -3.79 2.70
O1 1.05 -3.62 3.76
C4 0.43 -3.77 5.03
N1 1.81 -5.20 1.55
H1 2.76 -4.92 1.84
H2 1.53 -5.75 2.38
H3 1.94 -5.76 0.71
H4 -0.63 -3.33 -0.02
H5 -0.46 -5.06 0.20
H6 0.85 -4.11 -0.61
H7 1.52 -3.12 1.32
H8 -0.49 -4.68 2.90
H9 -0.55 -2.95 2.63
H10 0.21 -4.81 5.27
H11 -0.44 -3.11 5.10
H12 1.13 -3.41 5.79
C5 5.05 -1.93 0.28
C6 5.24 -1.43 1.69
C7 3.95 -1.07 2.36
O2 4.28 -0.77 3.71
C8 3.21 -0.13 4.42
N2 6.01 -2.47 2.48
H13 6.12 -2.16 3.45
H14 5.45 -3.32 2.46
H15 6.91 -2.68 2.05
H16 4.53 -1.21 -0.35
H17 4.41 -2.82 0.22
H18 5.99 -2.18 -0.22
H19 5.86 -0.53 1.63
H20 3.19 -1.87 2.36
H21 3.54 -0.17 1.88
H22 2.30 -0.73 4.47
H23 2.97 0.83 3.95
H24 3.60 0.08 5.42
As1 0.50 -0.07 0.06
F1 0.99 1.08 -1.11
F2 -0.10 -1.18 -1.08
F3 0.18 -1.13 1.42
F4 1.24 0.97 1.24
F5 -1.06 0.58 0.33
F6 2.09 -0.80 -0.20
C9 -4.28 0.98 -4.72
C10 -3.97 1.22 -3.20
C11 -2.58 0.64 -3.01
O3 -2.47 -0.37 -4.00
C12 -3.12 0.07 -5.19
H25 -4.24 1.93 -5.25
H26 -5.25 0.52 -4.79
H27 -4.76 0.68 -2.68
H28 -4.10 2.28 -2.98
H29 -2.34 0.24 -2.03
H30 -1.79 1.37 -3.23
H31 -3.50 -0.83 -5.67
H32 -2.41 0.63 -5.81
O4 2.33 4.65 -1.44
S1 0.97 5.14 -1.47
O5 0.74 6.52 -1.27
O6 0.30 4.76 -2.85
C13 1.01 3.83 -3.72
C14 0.19 3.53 -4.95
C15 0.01 4.27 -0.24
H33 1.11 2.89 -3.18
H34 1.91 4.36 -3.99
H35 -0.88 3.44 -4.75
H36 0.54 2.58 -5.35
H37 0.33 4.30 -5.71
H38 -0.08 3.20 -0.39
H39 -0.91 4.84 -0.16
H40 0.55 4.36 0.70
O7 -6.31 1.08 1.23
S2 -6.26 -0.18 0.58
O8 -6.01 -0.25 -0.82
O9 -5.17 -1.07 1.35
C16 -3.97 -1.35 0.62
C17 -3.12 -2.21 1.54
C18 -7.70 -1.15 0.97
H41 -3.39 -0.45 0.41
H42 -4.18 -1.87 -0.31
H43 -3.04 -1.78 2.55
H44 -2.10 -2.32 1.17
H45 -3.56 -3.19 1.70
H46 -8.55 -0.75 0.43
H47 -7.77 -1.10 2.06
H48 -7.46 -2.14 0.59
O10 -3.29 4.80 4.52
S3 -2.63 3.84 3.72
O11 -1.36 4.17 3.15
O12 -2.52 2.50 4.60
C19 -1.36 1.68 4.43
C20 -1.75 0.42 3.72
C21 -3.72 3.28 2.42
H49 -0.88 1.57 5.40
H50 -0.57 2.19 3.87
H51 -0.92 -0.26 3.52
H52 -2.28 0.59 2.79
H53 -2.47 -0.12 4.35
H54 -3.06 2.71 1.77
H55 -4.08 4.13 1.86
H56 -4.48 2.65 2.86
F7 5.57 2.00 -7.29
C22 4.98 1.56 -6.17
C23 4.84 0.21 -6.00
C24 4.23 -0.28 -4.85
C25 3.73 0.63 -3.93
C26 3.83 2.00 -4.13
C27 4.49 2.47 -5.25
H57 5.32 -0.51 -6.66
H58 4.08 -1.34 -4.74
H59 3.28 0.30 -3.01
H60 3.49 2.61 -3.31
H61 4.60 3.54 -5.41